Record 1
A molecular structure, C44H49CdNP2, computed with ωB97M-V/def2-TZVPD.

LUMO energy: -0.1 eV
ΔE to the lowest compared entry with this formula, charge and spin: 84.5 kJ/mol
HOMO-LUMO gap: 7.4 eV

Geometry as XYZ:
```
97
Properties=species:S:1:pos:R:3:mulliken_charge:R:1
Cd -2.61625 -0.56440 -0.96278 0.239
C 2.66400 -0.68429 -1.04376 -0.403
C 2.21038 -1.72523 -1.75019 -0.242
C 2.38340 -3.19479 -1.53946 -0.990
C 1.32210 -3.84896 -0.61201 0.129
C 1.17936 -3.34619 0.79071 -0.753
C 2.07012 -2.64636 1.51294 -0.180
C 3.34544 -1.99736 1.06710 -1.170
C 3.20929 -0.63531 0.33553 -0.107
C -4.48378 -0.92135 0.07505 -1.238
H 2.66673 0.29496 -1.53611 0.441
H 1.71918 -1.50640 -2.71442 0.264
H 3.38114 -3.40531 -1.12644 0.392
H 2.25790 -3.66849 -2.54211 0.376
H 0.32050 -3.79971 -1.06715 -0.144
H 1.56030 -4.92556 -0.59506 0.398
H 0.21220 -3.58259 1.26530 0.483
H 1.90041 -2.57462 2.59539 0.342
H 3.97915 -2.66031 0.46251 0.349
H 3.89826 -1.81363 2.00645 0.423
H 2.58001 0.06244 0.90221 0.066
H 4.21619 -0.19462 0.37067 0.461
H -4.89773 -0.01577 0.55496 0.371
H -4.26403 -1.68327 0.84107 0.241
H -5.24085 -1.34423 -0.59312 0.297
P -4.89026 -4.93098 -4.34994 0.133
P -5.93211 -6.16604 -1.79743 0.049
C -4.13350 -6.48859 -3.80048 -0.841
C -4.74521 -7.13693 -2.77700 -0.938
C -5.44551 -5.52939 -6.03179 0.412
C -4.90583 -6.66865 -6.65013 0.131
C -5.33739 -7.07020 -7.91913 -0.605
C -6.33328 -6.34285 -8.58096 -0.438
C -6.91989 -5.23109 -7.94811 -0.539
C -6.49050 -4.83659 -6.67927 -0.571
C -3.33864 -4.01170 -4.64796 0.389
C -2.59373 -3.60069 -3.52355 -0.638
C -1.37202 -2.94909 -3.69650 -0.214
C -0.88573 -2.70065 -4.98769 -0.728
C -1.63637 -3.09984 -6.09736 -0.649
C -2.87536 -3.72578 -5.93613 -0.494
C -7.17002 -7.55452 -1.61432 0.225
C -7.79514 -8.06535 -2.78177 -0.328
C -8.57727 -9.22156 -2.69202 -0.561
C -8.76720 -9.85541 -1.46200 -0.425
C -8.19689 -9.32799 -0.30156 -0.592
C -7.43027 -8.15531 -0.37350 -0.311
C -5.06907 -6.26695 -0.18298 0.352
C -5.57244 -5.46648 0.86262 -0.472
C -4.97776 -5.52223 2.12325 -0.537
C -3.85833 -6.33699 2.34382 -0.495
C -3.35925 -7.11990 1.30088 -0.704
C -3.94301 -7.07030 0.03301 0.036
H -3.25686 -6.87193 -4.33983 0.853
H -4.57919 -8.18836 -2.50374 0.884
H -4.14614 -7.27141 -6.14498 0.249
H -4.88506 -7.95355 -8.37791 0.372
H -6.65288 -6.64117 -9.58178 0.358
H -7.71644 -4.67657 -8.44993 0.359
H -6.96821 -3.98712 -6.17951 0.363
H -2.97959 -3.80256 -2.51939 0.509
H -0.79604 -2.61941 -2.82675 0.436
H 0.07405 -2.20034 -5.12113 0.423
H -1.25843 -2.92024 -7.10602 0.367
H -3.47058 -4.00954 -6.80336 0.359
H -7.63155 -7.56643 -3.74417 0.404
H -9.03696 -9.62251 -3.60062 0.365
H -9.35452 -10.76180 -1.40216 0.368
H -8.32656 -9.80759 0.66812 0.378
H -6.99123 -7.73017 0.53635 0.299
H -6.42502 -4.81220 0.67812 0.381
H -5.38636 -4.92106 2.93552 0.423
H -3.36813 -6.35051 3.31897 0.387
H -2.49994 -7.77517 1.45451 0.389
H -3.51204 -7.65788 -0.77299 0.361
C 1.95658 2.90209 -1.64725 -0.917
N 0.64514 3.00417 -2.21251 0.273
C 0.50443 4.01538 -3.22931 -1.152
C -0.54690 2.59016 -1.52053 -0.812
C -0.39398 1.84989 -0.20641 1.144
C 0.15334 2.64801 0.83620 -0.548
C 0.17934 2.17382 2.14317 -0.461
C -0.12778 0.82945 2.36588 -0.724
C -0.49842 -0.01423 1.27419 0.298
C -0.87269 0.55402 0.04128 -0.781
H 2.67427 3.07712 -2.46495 0.505
H 2.17010 1.92201 -1.20301 -0.068
H 2.14029 3.67872 -0.88222 0.318
H 0.28099 3.57805 -4.21208 0.247
H -0.30536 4.70399 -2.96857 0.349
H 1.44159 4.57809 -3.29769 0.450
H -1.11400 3.50886 -1.24310 0.293
H -1.17739 2.02900 -2.23035 0.213
H 0.47724 3.69051 0.66392 0.317
H 0.43953 2.86866 2.95924 0.367
H -0.06955 0.42846 3.38141 0.402
H -0.53044 -1.10810 1.45872 0.310
```



Record 2
C5H12O2S in the gas phase, computed with ωB97M-V/def2-TZVPD.

LUMO energy: 0.8 eV
SMILES: C=[S@@](=O)(OC)C(C)C
ΔE to the lowest compared entry with this formula, charge and spin: 522.1 kJ/mol
HOMO-LUMO gap: 9.3 eV

Geometry as XYZ:
```
20
Properties=species:S:1:pos:R:3:nbo_charge:R:1
C -0.42762 -2.10210 -0.48468 -0.987
S -0.76572 -0.46908 -0.35088 1.894
O -1.37337 0.03877 -1.53053 -0.962
O -1.64539 0.25961 0.94225 -0.738
C -2.58964 1.26194 0.60093 -0.251
C 1.10253 0.40443 -0.18605 -0.260
C 1.96217 -0.45754 -1.14115 -0.652
C 1.38472 0.56539 1.22216 -0.681
H -1.28175 -2.85940 -0.89496 0.248
H -0.06716 -2.39498 0.40614 0.191
H -2.32407 2.05105 1.19343 0.174
H -3.51231 0.94681 0.91355 0.179
H -2.57471 1.49250 -0.45275 0.213
H 0.91758 1.39232 -0.77274 0.229
H 2.05096 -1.44276 -0.61253 0.224
H 1.50987 -0.65427 -2.12934 0.247
H 2.99332 -0.08078 -1.39500 0.223
H 0.45881 0.83289 1.74757 0.260
H 2.13087 1.46696 1.34279 0.222
H 2.05091 -0.25175 1.58179 0.227
```



Record 3
C5H6O in the gas phase, computed with ωB97M-V/def2-TZVPD.

LUMO energy: 1.0 eV
SMILES: C=C=CCC=O
ΔE to the lowest compared entry with this formula, charge and spin: 234.5 kJ/mol
HOMO-LUMO gap: 10.8 eV

Geometry as XYZ:
```
12
Properties=species:S:1:pos:R:3:nbo_charge:R:1
C 0.95961 1.40989 0.77805 -0.487
C 0.24599 1.27275 -0.29961 0.097
C -0.44077 0.61105 -1.17920 -0.297
C -0.45884 -0.91874 -0.71537 -0.505
C -0.31109 -1.07641 0.76932 0.438
O 0.29811 -2.03093 1.19036 -0.526
H 0.57666 1.91950 1.64523 0.226
H 2.02374 1.27552 0.68359 0.226
H -0.84100 0.99493 -2.11848 0.239
H 0.35421 -1.44922 -1.22292 0.234
H -1.38978 -1.45747 -0.93351 0.233
H -1.02069 -0.50232 1.40274 0.122
```



Record 4
CH5IP2 in the gas phase, computed with ωB97M-V/def2-TZVPD.

LUMO energy: 0.2 eV
SMILES: PC(P)I
ΔE to the lowest compared entry with this formula, charge and spin: 3.5 kJ/mol
HOMO-LUMO gap: 9.3 eV

Geometry as XYZ:
```
9
Properties=species:S:1:pos:R:3:nbo_charge:R:1
P -0.63127 1.53112 -0.02750 0.363
C 0.38453 0.07446 -0.47694 -1.009
P -0.76980 -1.41198 -0.17591 0.341
I 2.40712 -0.01648 0.02116 0.163
H -0.57184 1.17988 1.28257 -0.044
H 0.33002 2.56661 -0.00073 -0.016
H 0.24627 0.13428 -1.62437 0.247
H 0.08846 -2.44598 -0.70281 -0.009
H -0.31687 -1.79283 1.03539 -0.035
```



Record 5
5 unconnected molecules or ions with the total composition C22H21ClF4NO17, computed with ωB97M-V/def2-TZVPD.

LUMO energy: -4.5 eV
HOMO-LUMO gap: 9.0 eV
total charge: +1

Geometry as XYZ:
```
66
Properties=species:S:1:pos:R:3:nbo_charge:R:1
C -2.20438 -0.08355 -4.09254 -0.742
C -1.56804 0.81346 -3.03615 0.792
O -1.44731 1.98257 -3.25192 -0.501
O -1.14198 0.33708 -1.77140 -0.567
C -0.19692 -0.67140 -1.86481 0.767
O -0.57256 -1.80780 -1.97859 -0.521
C 1.31328 -0.39816 -1.79620 -0.186
O 1.73835 0.47179 -0.74029 -0.524
C 1.60839 -0.08532 0.50899 0.775
O 2.44052 -0.74077 1.05797 -0.459
C 0.30787 0.24119 1.24523 -0.042
C -0.26782 -0.60255 2.20582 -0.197
C -1.45447 -0.19892 2.76612 0.099
N -2.02858 0.94926 2.40478 -0.436
C -1.49831 1.79317 1.52599 0.235
Cl -2.25144 3.27786 1.08316 0.136
C -0.30818 1.45350 0.92194 -0.215
H -2.54251 -1.03325 -3.66018 0.241
H -3.09353 0.43625 -4.46495 0.261
H -1.44678 -0.23073 -4.88915 0.270
H 1.86728 -1.34445 -1.72932 0.225
H 1.62302 0.05815 -2.75064 0.261
H 0.21767 -1.53805 2.48327 0.295
H -1.96284 -0.82517 3.49472 0.258
H -2.91166 1.22366 2.83767 0.477
H 0.14036 2.10327 0.17238 0.278
C 3.37763 3.23748 1.49051 -0.133
C 3.76034 4.68267 1.67476 0.443
O 2.61100 5.22916 2.30082 -0.482
C 2.03615 4.21481 3.00699 0.961
O 1.21851 4.35963 3.84929 -0.548
O 2.52769 3.00607 2.61630 -0.498
F 3.94733 5.29916 0.48499 -0.318
H 2.81095 3.06972 0.57139 0.193
H 4.23505 2.56794 1.50361 0.218
H 4.63388 4.84187 2.30962 0.165
C -0.09709 0.18959 -9.00957 -0.132
C 0.97251 1.20719 -8.71628 0.443
O 1.03211 1.19111 -7.29768 -0.483
C 0.66422 -0.05986 -6.91443 0.974
O 0.85203 -0.51048 -5.82986 -0.596
O 0.06351 -0.73081 -7.92411 -0.474
F 0.60712 2.44216 -9.12687 -0.316
H -1.09935 0.61953 -8.97669 0.208
H 0.04306 -0.30449 -9.96795 0.218
H 1.95463 0.96295 -9.12543 0.162
C 0.64282 -3.91161 -0.40027 -0.139
C 0.67838 -5.38268 -0.08619 0.445
O 1.22796 -5.40457 1.22692 -0.477
C 0.86512 -4.23230 1.81119 0.972
O 0.91255 -4.00870 2.97501 -0.566
O 0.42890 -3.33459 0.88791 -0.514
F 1.50582 -6.04655 -0.92258 -0.314
H 1.59093 -3.55364 -0.80621 0.197
H -0.15326 -3.64609 -1.08146 0.240
H -0.29936 -5.86836 -0.07966 0.161
C -2.99774 -1.53622 7.30609 -0.134
C -2.67674 -0.37786 8.21216 0.443
O -2.15905 0.58784 7.30433 -0.470
C -2.75464 0.35040 6.11508 0.983
O -2.76353 1.11900 5.20339 -0.621
O -3.34611 -0.86707 6.08532 -0.485
F -1.71809 -0.70062 9.10418 -0.309
H -2.13452 -2.18082 7.13424 0.212
H -3.82255 -2.14232 7.67235 0.222
H -3.53763 0.04027 8.73686 0.167
```



Record 6
A molecular structure, C8H21IN2Si, computed with ωB97M-V/def2-TZVPD.

LUMO energy: 0.2 eV
HOMO-LUMO gap: 8.2 eV

Geometry as XYZ:
```
33
Properties=species:S:1:pos:R:3:nbo_charge:R:1
C -0.79739 -1.74314 1.96816 -0.622
C 1.40226 -1.98537 -0.97828 -0.618
C 1.49772 1.95349 1.41018 -0.644
C -0.76794 3.25072 -1.50596 -0.619
C -1.64128 -2.37387 0.83821 -0.219
C 0.04942 -2.74934 -1.02671 -0.202
C 0.78251 1.16120 0.32638 -0.262
C -1.18018 2.54603 -0.15948 -0.259
N -1.08724 -2.03839 -0.45302 -0.887
N -0.67352 1.32863 0.33804 -0.615
Si -1.41750 -0.46088 -1.11988 1.372
I -3.85767 0.06768 -0.94091 -0.242
H -1.18830 -1.82942 3.03079 0.206
H 0.00231 -2.37102 2.12955 0.194
H -0.63113 -0.75457 1.81083 0.221
H 2.12764 -2.78244 -1.25120 0.216
H 1.54963 -1.23976 -1.65588 0.210
H 1.49877 -1.66432 -0.03421 0.205
H 2.39507 2.57619 1.10955 0.215
H 0.81695 2.64719 1.97832 0.220
H 1.90819 1.22955 2.19270 0.206
H 0.21186 3.09155 -1.67694 0.195
H -1.31218 2.71644 -2.25073 0.198
H -1.04864 4.42678 -1.48526 0.211
H -1.65478 -3.37600 1.05769 0.193
H -2.54846 -1.86822 1.02332 0.211
H -0.28987 -2.83400 -2.00420 0.195
H 0.00038 -3.77393 -0.46900 0.201
H 1.24429 1.57218 -0.72303 0.151
H 1.12277 0.05330 0.53642 0.203
H -0.96477 3.42457 0.47329 0.184
H -2.20166 2.30242 -0.11960 0.206
H -1.20509 -0.62113 -2.49960 -0.226
```



Record 7
10 unconnected molecules or ions with the total composition C9H38O10, computed with ωB97M-V/def2-TZVPD.

LUMO energy: 0.0 eV
SMILES: CC(C)O.CC(C)O.CC(C)O.O.O.O.O.O.O.O
ΔE to the lowest compared entry with this formula, charge and spin: 46.0 kJ/mol
HOMO-LUMO gap: 9.5 eV

Geometry as XYZ:
```
57
Properties=species:S:1:pos:R:3:nbo_charge:R:1
C -23.68621 8.29045 -21.76451 -0.626
C -22.59494 7.74790 -20.86444 0.098
C -23.06026 6.51079 -20.11385 -0.631
O -21.49216 7.37505 -21.69930 -0.739
H -23.38964 9.22759 -22.24051 0.214
H -24.60386 8.43621 -21.20057 0.205
H -23.77690 7.59228 -22.59809 0.219
H -22.23395 8.42752 -20.08080 0.148
H -23.23248 5.69353 -20.82129 0.210
H -24.00857 6.65328 -19.58793 0.203
H -22.29905 6.16542 -19.41167 0.203
H -20.91167 6.78249 -21.20217 0.488
C -19.28930 0.44816 -12.98931 -0.618
C -19.55540 1.63817 -13.90770 0.087
C -20.77010 1.39867 -14.76934 -0.635
O -19.76605 2.74772 -13.02192 -0.726
H -18.30224 0.43996 -12.53090 0.215
H -19.40925 -0.46647 -13.57763 0.200
H -20.03269 0.41437 -12.19198 0.216
H -18.66205 1.83107 -14.51358 0.163
H -21.52577 0.90138 -14.15456 0.217
H -20.59803 0.67072 -15.56486 0.212
H -21.12022 2.36492 -15.13554 0.201
H -19.93137 3.53064 -13.56160 0.464
C -25.88904 1.91890 -17.32178 -0.621
C -24.65465 2.32149 -16.53486 0.089
C -24.62909 1.81791 -15.10385 -0.627
O -23.54148 1.79261 -17.23791 -0.756
H -26.05510 0.83767 -17.31446 0.204
H -25.74950 2.21236 -18.36414 0.213
H -26.84210 2.36080 -17.02267 0.209
H -24.66074 3.41799 -16.52148 0.159
H -23.74643 2.16500 -14.56107 0.209
H -24.61593 0.72848 -15.05623 0.209
H -25.46182 2.20517 -14.51015 0.207
H -22.81018 2.42501 -17.22347 0.493
O -18.56492 1.69860 -17.70785 -1.000
H -19.39506 1.18891 -17.77551 0.510
H -18.00404 1.33686 -18.40209 0.484
O -20.71149 0.06389 -18.36897 -0.962
H -21.05754 0.13602 -19.26826 0.499
H -20.64653 -0.88300 -18.19644 0.485
O -21.66143 2.56138 -20.47449 -0.969
H -22.34266 2.24743 -21.08169 0.479
H -22.10869 2.66722 -19.61699 0.506
O -21.30959 3.46437 -17.84088 -0.985
H -20.78327 4.27904 -17.76217 0.514
H -20.76769 2.79344 -17.40768 0.480
O -20.01639 4.76496 -20.92374 -1.001
H -19.74902 5.04022 -20.03130 0.479
H -20.56808 3.96898 -20.75526 0.497
O -19.17197 5.42883 -18.25758 -1.010
H -18.61325 5.05039 -17.52654 0.512
H -18.81509 6.31156 -18.41003 0.485
O -17.69977 4.09951 -16.35550 -0.975
H -16.74457 4.14981 -16.23478 0.484
H -17.83942 3.28979 -16.88682 0.511
```



Record 8
A molecular structure, C40H32BrClIrN4O2PS2, computed with ωB97M-V/def2-TZVPD.

LUMO energy: -0.2 eV
ΔE to the lowest compared entry with this formula, charge and spin: 85.9 kJ/mol
HOMO-LUMO gap: 7.5 eV

Geometry as XYZ:
```
84
Properties=species:S:1:pos:R:3:mulliken_charge:R:1
Ir 0.84966 -1.68938 -0.46512 3.498
S 1.17003 -3.44614 1.03867 -0.583
C 0.04186 -4.25761 0.01348 0.552
C -0.52582 -5.52462 0.14082 -0.730
C -1.36854 -5.95558 -0.86036 -0.301
C -1.62082 -5.13836 -1.96224 -0.901
C -1.04058 -3.88888 -2.00697 -0.561
N -0.24052 -3.46188 -1.02558 0.042
H -0.30078 -6.13030 1.00698 0.479
H -1.83495 -6.93024 -0.79108 0.404
H -2.26818 -5.46288 -2.76381 0.484
H -1.19542 -3.19385 -2.81844 0.654
Br -2.15869 1.45849 -7.31811 -0.191
C -1.12968 1.71616 -5.75172 -0.068
C -0.46415 2.91720 -5.55887 -0.289
N 0.26185 3.16571 -4.47281 -0.658
C 0.35850 2.20541 -3.55851 -0.357
C -0.25954 0.96573 -3.68065 0.390
C -1.03239 0.71715 -4.80288 -0.348
C -0.07857 -0.09302 -2.63672 -0.393
O 0.82229 0.11653 -1.74874 -0.667
O -0.77842 -1.11160 -2.65069 -1.152
H -0.51733 3.69922 -6.30718 0.379
H 0.94916 2.41909 -2.67615 0.662
H -1.53074 -0.23588 -4.91568 0.593
Cl 3.98082 -2.78005 -1.02777 -0.230
C 2.30810 -2.52677 -1.68791 -1.264
H 1.98492 -3.51624 -2.00087 0.381
H 2.44484 -1.90264 -2.57352 0.529
S 5.39817 2.04185 2.56468 -0.122
C 4.16536 1.03964 1.75307 0.011
C 4.27064 0.71836 0.41171 -0.891
C 3.26025 -0.00698 -0.19144 -0.714
N 2.17973 -0.43591 0.47484 0.306
C 2.09082 -0.13555 1.77695 -0.345
C 3.05128 0.59196 2.44801 -0.611
C 4.83360 3.63023 1.97075 0.378
C 5.38728 4.20408 0.83701 -0.135
C 4.92205 5.44865 0.43414 -0.422
N 3.97448 6.12489 1.07648 -0.585
C 3.45092 5.56112 2.16195 -0.463
C 3.84215 4.32326 2.65002 -0.169
H 5.12445 1.03077 -0.17245 0.417
H 3.28345 -0.22157 -1.24558 0.801
H 1.21789 -0.49100 2.29460 0.478
H 2.91968 0.81549 3.49748 0.587
H 6.16242 3.69601 0.27989 0.402
H 5.33500 5.92408 -0.44837 0.361
H 2.68090 6.12916 2.67219 0.390
H 3.38529 3.90783 3.53808 0.376
C -1.61725 3.42782 -0.84591 -0.669
C -0.68936 3.13488 0.14643 -0.943
C -0.58671 1.84610 0.63984 -0.170
C -1.41957 0.82883 0.16936 0.062
C -2.34336 1.13141 -0.82268 -0.495
C -2.43873 2.42318 -1.32801 -0.648
P -1.13117 -0.87217 0.80326 1.875
C -2.72930 -1.71938 0.51669 0.792
C -3.58190 -2.05702 1.56795 -1.130
C -4.79462 -2.68341 1.31832 -0.753
C -5.17167 -2.98248 0.01818 -0.846
C -4.32833 -2.65380 -1.03255 -1.016
C -3.11093 -2.03796 -0.78683 -0.071
C -1.20155 -0.58578 2.61342 0.151
C -1.93938 0.47500 3.14042 -0.386
C -1.99781 0.67875 4.51035 -0.796
C -1.32433 -0.17567 5.37374 -0.652
C -0.61096 -1.24844 4.86137 -0.815
C -0.55209 -1.45391 3.48932 -0.479
H -1.69926 4.43400 -1.23597 0.389
H -0.04022 3.91136 0.53184 0.513
H 0.15298 1.63387 1.40267 0.457
H -3.00114 0.36738 -1.21228 0.394
H -3.16111 2.63808 -2.10556 0.428
H -3.30715 -1.83433 2.58963 0.352
H -5.44850 -2.92952 2.14506 0.461
H -6.11879 -3.46973 -0.17513 0.399
H -4.61695 -2.87701 -2.05215 0.483
H -2.44870 -1.79547 -1.60623 0.539
H -2.47329 1.14353 2.47823 0.538
H -2.57372 1.50631 4.90411 0.440
H -1.36235 -0.00815 6.44240 0.401
H -0.09473 -1.92872 5.52651 0.458
H -0.00075 -2.29871 3.09260 0.329
```



| no. | maximum force (eV/Å) |
| --- | --- |
| 1 | 1.88 |
| 2 | 4.76 |
| 3 | 1.93 |
| 4 | 3.37 |
| 5 | 2.19 |
| 6 | 5.66 |
| 7 | 1.10 |
| 8 | 1.69 |